Entry 1:
The following is a DFT calculation (ωB97M-V with the def2-TZVPD basis set) of C6H10 in the gas phase.

Calculated values
HOMO level: -0.306 hartree
SMILES string: C=CC=C(C)C
LUMO level: 1.08 eV
charge: 0
Kohn-Sham gap: 9.41 eV

Atoms and positions in Å:
C 1.746 0.798 0.403
C 0.514 0.240 0.984
C 1.698 1.261 -0.850
C -0.522 -0.220 0.247
C -0.585 -0.412 -1.237
C -1.726 -0.838 1.008
H 2.655 0.823 1.016
H 0.597 0.234 2.053
H 0.788 1.600 -1.213
H 2.617 1.649 -1.309
H -0.922 0.455 -1.836
H -1.233 -1.270 -1.431
H 0.339 -0.840 -1.519
H -1.685 -0.734 2.064
H -1.566 -1.977 1.075
H -2.714 -0.768 0.545

Results of the natural (NBO) charge analysis, in e, for atoms 1 through 2: atom 1 (C): -0.201, atom 2 (C): -0.264



Entry 2:
The following is a DFT calculation (ωB97M-V with the def2-TZVPD basis set) of a gas-phase ion, C11H18N3 (charge +1).

Calculated values
HOMO level: -0.450 hartree
SMILES string: CC(C)c1cccc([N+](C)=C(N)N)c1
LUMO level: -2.80 eV
charge: +1
Kohn-Sham gap: 9.44 eV

Atoms and positions in Å:
C -1.963 1.439 -1.420
C -2.343 0.986 -0.131
C -0.766 0.967 -1.890
C -0.365 -0.374 0.090
C -1.528 0.111 0.694
C 0.019 0.064 -1.124
C 2.372 0.054 -1.109
C -0.939 0.785 2.833
C -1.738 -1.584 2.571
C 1.301 -1.244 -2.757
C -1.932 -0.156 2.138
N 3.516 -0.537 -1.380
N 2.313 1.072 -0.208
N 1.239 -0.286 -1.687
H -2.605 2.161 -2.037
H -3.268 1.359 0.350
H -0.203 1.298 -2.786
H 0.396 -1.060 0.645
H 0.171 0.507 2.609
H -1.177 0.801 3.951
H -0.931 1.895 2.450
H -1.514 -2.345 1.686
H -2.709 -2.006 3.118
H -0.849 -1.631 3.210
H 1.868 -0.695 -3.429
H 0.145 -1.260 -3.210
H 1.722 -2.256 -2.627
H -2.884 0.157 2.342
H 4.390 -0.203 -0.827
H 3.724 -0.890 -2.304
H 3.102 1.403 0.270
H 1.434 1.469 -0.031

Results of the natural (NBO) charge analysis, in e, for atoms 1 through 2: atom 1 (C): -0.202, atom 2 (C): -0.183



Entry 3:
The following is a DFT calculation (ωB97M-V with the def2-TZVPD basis set) of a molecular structure, C12H38BCrN4P3.

Calculated values
HOMO level (spin up / spin down): -0.494 / -0.507 hartree
LUMO level (spin up / spin down): -8.12 / -7.90 eV
multiplicity: 5
charge: +2
Kohn-Sham gap (spin up / spin down): 5.31 / 5.89 eV

Atoms and positions in Å:
Cr -0.459 -0.528 -0.018
H -1.857 -3.098 -0.307
H 0.107 -1.906 -1.308
P -2.371 -0.197 -1.171
P 0.141 -1.713 1.813
C -0.909 -1.896 3.296
H -0.356 -2.393 4.107
H -1.226 -0.904 3.637
H -1.805 -2.479 3.055
C 0.544 -3.466 1.515
H 1.343 -3.576 0.775
H 0.890 -3.915 2.453
H -0.330 -4.019 1.165
C 1.709 -1.166 2.587
H 1.635 -0.131 2.935
H 1.944 -1.807 3.446
H 2.532 -1.229 1.869
C -3.630 -1.440 -1.596
H -4.338 -0.994 -2.310
H -3.180 -2.331 -2.041
H -4.178 -1.738 -0.696
C -3.407 1.101 -0.409
H -2.792 1.937 -0.064
H -4.175 1.484 -1.090
H -3.906 0.674 0.467
C -1.961 0.481 -2.822
H -1.464 -0.284 -3.425
H -2.862 0.799 -3.354
H -1.283 1.337 -2.751
H 0.094 -2.535 -2.906
H 1.080 -3.246 -1.798
H -0.508 -4.742 -0.942
H -1.758 -3.908 -2.443
B -0.927 -3.854 -1.601
N 0.168 -2.804 -1.924
H -2.200 -2.859 0.406
H -1.130 -0.022 1.301
C 1.448 4.214 0.323
N 1.706 3.218 1.387
C 3.060 2.621 1.208
N 3.261 2.053 -0.151
C 2.955 3.083 -1.179
N 1.586 3.657 -1.055
C 0.549 2.667 -1.354
P 0.702 1.268 -0.154
C 0.655 2.221 1.451
C 2.492 0.839 -0.370
H 2.183 5.033 0.420
H 0.423 4.595 0.442
H 3.207 1.826 1.955
H 3.802 3.426 1.348
H 3.047 2.619 -2.171
H 3.673 3.913 -1.066
H -0.459 3.098 -1.276
H 0.662 2.268 -2.371
H 0.783 1.542 2.304
H -0.335 2.693 1.533
H 2.633 0.469 -1.397
H 2.790 0.044 0.325

Results of the natural (NBO) charge analysis, in e, for atoms 1 through 2: atom 1 (Cr): 0.303, atom 2 (H): -0.131



Entry 4:
The following is a DFT calculation (ωB97M-V with the def2-TZVPD basis set) of 2 unconnected molecules or ions with the total composition C5H12NS.

Calculated values
HOMO level: -0.104 hartree
LUMO level: 3.98 eV
charge: -1
Kohn-Sham gap: 6.80 eV

Atoms and positions in Å:
C 1.520 0.659 -1.208
C 2.189 -0.726 -0.992
C 3.259 -1.226 -1.744
N 1.630 -1.424 0.075
H 2.009 1.350 -0.483
H 0.405 0.653 -1.100
H 1.690 0.925 -2.247
H 3.708 -2.205 -1.633
H 3.694 -0.680 -2.605
H 0.702 -1.061 0.373
H 1.872 -2.367 0.183
C -3.461 1.355 1.327
C -2.002 1.430 0.887
S -1.231 -0.214 0.724
H -3.477 0.751 2.218
H -4.143 0.738 0.584
H -3.881 2.383 1.519
H -1.318 2.027 1.549
H -2.016 1.923 -0.099

Results of the natural (NBO) charge analysis, in e, for atoms 1 through 2: atom 1 (C): -0.680, atom 2 (C): 0.258



Going through the records in order, we get energy relative to the best compared isomer or geometry (same formula, charge and spin) values of 168.54; 95.16; 26.06; 70.59 kJ/mol.
Going through the records in order, we get maximum force values of 3.28; 4.39; 2.46; 2.55 eV Å⁻¹.